No. 1
Computed, not measured: a cluster of 15 separate species, C43H54Cl9NO29 in total in a non-equilibrium geometry, with the ωB97M-V functional and the def2-TZVPD basis.

Last column: Mulliken charge in e.
Cartesian coordinates (Å):
C (-3.0740, -0.7500, 0.6033)  -0.695
C (-1.7905, -0.7536, -0.1820)  1.893
C (-0.7890, 0.2537, 0.4581)  -0.214
C (0.6336, -0.2282, 0.5862)  -0.097
C (1.0394, -1.0761, -0.6107)  1.183
C (0.2093, -2.3586, -0.7192)  2.346
N (-1.1858, -2.1125, -0.2086)  1.302
O (-1.8186, -3.0025, 0.0837)  -0.603
C (0.8747, -3.4244, 0.1377)  -0.934
C (0.1505, -2.8360, -2.1767)  -0.007
C (-2.0580, -0.3283, -1.6383)  -1.540
H (-3.5795, 0.2176, 0.5847)  -0.034
H (-2.8842, -0.8433, 1.6723)  -0.334
H (-3.7631, -1.4913, 0.2007)  0.516
H (-1.1878, 0.5261, 1.4368)  0.475
H (-0.7240, 1.1484, -0.1628)  -0.601
H (0.7043, -0.8761, 1.4714)  -0.342
H (1.3577, 0.5625, 0.7266)  -0.371
H (2.0461, -1.4260, -0.3655)  -0.088
H (1.1512, -0.5359, -1.5502)  -0.680
H (1.1014, -3.0747, 1.1395)  -0.165
H (1.7728, -3.6761, -0.4268)  -0.223
H (0.3474, -4.3789, 0.1780)  0.428
H (1.2065, -2.8749, -2.4556)  -1.164
H (-0.4290, -2.2654, -2.8925)  -0.696
H (-0.2950, -3.8337, -2.2126)  0.622
H (-2.5029, -1.2053, -2.1123)  0.244
H (-1.1211, -0.1283, -2.1611)  -0.163
H (-2.6596, 0.5598, -1.8035)  0.829
Cl (3.1075, -3.3167, -2.6342)  1.996
O (4.0050, -4.0158, -3.4987)  -0.780
O (2.4088, -4.1935, -1.7049)  -0.767
O (3.8469, -2.3459, -1.8443)  -0.626
O (2.0947, -2.6494, -3.4298)  -0.579
C (3.8155, 1.7854, 1.3231)  -1.262
C (4.9647, 2.2357, 1.8307)  0.147
C (6.3101, 2.0483, 1.1579)  0.825
O (7.3061, 2.5028, 1.6806)  -0.646
C (6.2695, 1.4820, -0.1839)  -0.771
C (5.1087, 1.0238, -0.6798)  0.274
C (3.7827, 1.1775, 0.0027)  0.899
O (2.7571, 0.7950, -0.5229)  1.235
O (5.0183, 0.3310, -1.7991)  -0.457
O (5.0320, 2.9010, 2.9949)  -0.618
H (2.8452, 1.8036, 1.8059)  0.413
H (7.2081, 1.4130, -0.7144)  0.513
H (4.1029, 0.0123, -1.8954)  -0.366
H (5.9859, 3.1070, 3.0707)  0.356
C (-0.0979, -1.8896, 4.9382)  -0.676
C (-0.2062, -2.0163, 6.2635)  0.415
C (-1.2543, -2.8536, 6.9529)  0.454
O (-1.2735, -2.9981, 8.1420)  -0.610
C (-2.2861, -3.3289, 6.0246)  -0.686
C (-2.1981, -3.2247, 4.7045)  -0.055
C (-1.0695, -2.4765, 4.0221)  0.732
O (-1.0814, -2.2166, 2.8358)  -0.176
O (-3.1354, -3.6547, 3.8539)  -0.642
O (0.7185, -1.4484, 7.0466)  -0.568
H (0.6807, -1.2637, 4.5220)  0.638
H (-3.0414, -3.9592, 6.4808)  0.438
H (-2.7767, -3.7091, 2.9571)  0.325
H (0.4169, -1.5194, 7.9661)  0.343
C (1.8844, 4.4996, -4.1083)  -0.959
C (0.7700, 5.0609, -4.5788)  0.375
C (-0.5836, 4.7989, -4.0020)  -0.090
O (-1.6118, 5.2785, -4.4090)  -0.616
C (-0.6148, 3.8336, -2.8987)  -0.685
C (0.4639, 3.1591, -2.5251)  0.663
C (1.8279, 3.4035, -3.1246)  0.641
O (2.7944, 2.7416, -2.8342)  -0.538
O (0.4382, 2.1895, -1.6180)  0.565
O (0.8654, 6.1262, -5.4076)  -0.528
H (2.8329, 4.8015, -4.5311)  0.505
H (-1.5719, 3.5796, -2.4638)  0.527
H (1.3300, 1.8051, -1.5146)  -0.599
H (0.0649, 6.6638, -5.3441)  0.339
C (-1.3354, 4.7861, 4.7148)  -0.859
C (-0.7059, 4.4668, 3.5720)  0.811
C (0.0395, 3.1787, 3.4491)  0.128
O (0.6516, 2.8690, 2.4513)  -0.428
C (-0.2136, 2.1913, 4.5080)  -0.345
C (-0.8418, 2.5398, 5.6336)  0.226
C (-1.3190, 3.9322, 5.8964)  0.444
O (-1.6276, 4.2943, 7.0108)  -0.631
O (-0.8007, 1.7307, 6.6958)  -0.478
O (-0.5152, 5.3422, 2.5847)  -0.419
H (-1.7293, 5.7934, 4.8017)  0.330
H (0.2857, 1.2407, 4.3912)  0.559
H (-1.1504, 2.1535, 7.4933)  0.346
H (-0.9934, 6.1668, 2.7231)  0.331
C (2.7475, 0.4264, -4.3390)  0.227
C (1.6135, -0.1674, -4.7181)  0.084
C (1.4657, -0.7308, -6.0912)  0.519
O (0.5391, -1.4089, -6.4659)  -0.563
C (2.6143, -0.4582, -6.9862)  -1.025
C (3.7066, 0.2111, -6.6266)  0.181
C (3.9058, 0.6465, -5.2037)  0.868
O (4.9598, 1.0666, -4.7918)  -0.652
O (4.7382, 0.4967, -7.4357)  -0.605
O (0.5534, -0.1950, -3.8940)  -0.017
H (2.7887, 0.7607, -3.3075)  0.210
H (2.4607, -0.7424, -8.0202)  0.451
H (5.4370, 0.8412, -6.8524)  0.352
H (-0.1408, -0.7734, -4.2674)  -0.257
O (-0.2755, -6.2700, -3.2336)  -0.600
H (0.2183, -7.0768, -3.4066)  0.282
H (-0.4784, -6.3028, -2.2939)  0.283
O (-1.9183, -1.3511, -4.7066)  -0.385
H (-1.9981, -2.3126, -4.8075)  0.200
H (-2.5473, -0.9780, -5.3293)  0.245
O (-4.9113, -1.8206, -3.0084)  -0.527
H (-5.0290, -2.4767, -3.7017)  0.272
H (-5.7873, -1.7113, -2.6257)  0.259
O (-1.8774, -4.2498, -4.6548)  -0.558
H (-1.2543, -4.8916, -4.2839)  0.269
H (-2.3260, -4.7227, -5.3613)  0.236
C (-7.1744, 1.1274, 2.6407)  -0.195
Cl (-6.2846, 0.1062, 1.4863)  -0.055
Cl (-7.9161, 0.0934, 3.8712)  -0.166
H (-6.4897, 1.8367, 3.0900)  0.040
H (-7.9410, 1.6563, 2.0867)  0.397
C (-4.1304, 3.4002, 0.4860)  -0.667
Cl (-2.5690, 3.4940, -0.2832)  -0.100
Cl (-4.0718, 2.9850, 2.2224)  -0.102
H (-4.6826, 4.3334, 0.4386)  0.522
H (-4.7387, 2.6582, -0.0243)  0.241
C (-4.7009, 0.2718, 5.5175)  -0.677
Cl (-3.6320, -0.1849, 6.8635)  -0.142
Cl (-3.8274, 0.2993, 3.9847)  0.153
H (-5.5027, -0.4497, 5.6090)  0.334
H (-5.0601, 1.2762, 5.7098)  0.390
C (3.8566, -3.3531, 1.2327)  0.702
Cl (3.0055, -4.6976, 2.0124)  -0.182
Cl (3.6419, -1.8351, 2.1617)  -0.133
H (4.9029, -3.6166, 1.1847)  0.483
H (3.3773, -3.1640, 0.2870)  -0.812

Atoms 1-2, force components in eV/Å:
-0.44 -0.13 0.37
0.25 2.64 0.13

Calculated values
Kohn-Sham gap (eV): 7.16
Net charge: 0
2S+1: 1
Calculated total energy (eV): -219020.60377

No. 2
Computed, not measured: a structure of composition C43H55BBrN3O4Sr in a non-equilibrium geometry, with the ωB97M-V functional and the def2-TZVPD basis.

Last column: Mulliken charge in e.
Cartesian coordinates (Å):
Sr (1.0259, -0.5230, -2.6484)  1.247
C (0.5851, -3.5317, -1.4738)  0.758
C (1.8406, -3.6195, -2.1186)  1.303
C (1.6336, -3.4282, -3.5033)  0.239
C (0.2554, -3.2063, -3.7163)  0.153
C (-0.3894, -3.2490, -2.4563)  0.156
C (-1.8702, -3.1415, -2.2261)  -1.108
C (-0.4491, -3.1130, -5.0430)  -1.731
C (2.7229, -3.4619, -4.5394)  -1.535
C (3.1832, -3.8746, -1.4916)  -2.001
C (0.2748, -3.8490, -0.0368)  -0.298
H (-2.1188, -2.4697, -1.3949)  -0.094
H (-2.3357, -4.1121, -1.9956)  0.216
H (-2.3715, -2.7431, -3.1105)  0.501
H (-0.9683, -2.1621, -5.1837)  0.217
H (-1.1877, -3.9168, -5.1581)  0.298
H (0.2618, -3.2068, -5.8663)  0.369
H (3.2610, -2.5118, -4.6043)  0.106
H (2.3238, -3.6902, -5.5310)  0.452
H (3.4613, -4.2363, -4.3026)  0.360
H (3.8867, -3.0551, -1.6764)  0.124
H (3.6535, -4.7848, -1.8846)  0.501
H (3.1074, -4.0043, -0.4082)  0.406
H (-0.3229, -3.0661, 0.4480)  -0.654
H (1.1793, -3.9746, 0.5610)  0.090
H (-0.2969, -4.7839, 0.0532)  0.652
O (-0.7772, 3.5133, -0.3117)  -0.681
C (0.0142, 2.4452, -0.7211)  -0.372
O (-0.6015, 1.1816, -0.5105)  0.263
C (1.2238, 2.6136, -1.3046)  0.263
C (1.8261, 3.9295, -1.4422)  -1.350
C (3.0977, 4.0400, -1.9030)  -0.559
C (3.8417, 2.8957, -2.2865)  -1.167
C (3.1855, 1.6885, -2.2333)  1.053
N (1.9384, 1.5193, -1.7645)  1.219
C (3.8596, 0.4291, -2.7948)  -0.017
O (5.0444, 0.2281, -2.5144)  -0.781
O (3.0990, -0.3070, -3.5109)  -0.912
H (-1.3277, 3.7780, -1.0608)  0.329
H (1.2599, 4.8006, -1.1413)  0.326
H (3.5479, 5.0260, -1.9792)  0.355
H (4.8523, 2.9494, -2.6629)  0.460
Br (-0.6900, 0.6501, -4.6206)  -0.907
C (-4.5666, 2.8402, 0.9359)  -1.986
C (-3.5657, 1.9521, 0.1899)  2.439
C (-3.5546, 2.2672, -1.3063)  -1.909
C (-3.8563, 0.4864, 0.4391)  0.696
C (-5.0933, -0.0088, 0.0385)  -0.413
C (-5.4701, -1.3128, 0.2963)  -1.553
C (-4.5853, -2.1459, 0.9573)  -0.398
C (-3.3249, -1.7074, 1.3513)  0.821
C (-2.4022, -2.7148, 2.0338)  1.575
C (-2.3061, -4.0315, 1.2547)  -1.319
C (-2.8696, -3.0350, 3.4623)  -1.998
C (-2.9590, -0.3707, 1.0910)  -0.066
N (-1.6944, 0.1157, 1.5176)  0.790
B (-0.6395, 0.8353, 0.8236)  0.732
N (0.3603, 1.0938, 1.8281)  0.558
C (-0.1040, 0.5925, 3.0392)  -1.224
C (-1.3037, 0.0184, 2.8652)  -1.100
C (1.5641, 1.8560, 1.7472)  -0.331
C (1.5370, 3.1981, 2.1692)  0.261
C (2.6976, 3.9494, 2.0710)  -0.076
C (3.8557, 3.4028, 1.5351)  -1.609
C (3.8622, 2.0869, 1.1276)  0.138
C (2.7303, 1.2757, 1.2511)  0.439
C (2.9409, -0.1848, 0.8696)  1.393
C (1.7382, -1.0845, 0.5969)  -0.109
C (3.8002, -0.8633, 1.9477)  -1.905
C (0.2721, 3.8363, 2.7182)  1.763
C (0.0233, 5.2339, 2.1483)  -1.775
C (0.3140, 3.9020, 4.2487)  -1.568
H (-4.2823, 3.8898, 0.8303)  0.457
H (-4.5871, 2.5978, 2.0005)  0.385
H (-5.5802, 2.7249, 0.5431)  0.350
H (-2.5809, 2.1917, 0.5819)  -1.088
H (-4.4994, 1.9854, -1.7784)  0.352
H (-2.7477, 1.7397, -1.8178)  0.300
H (-3.4246, 3.3414, -1.4675)  0.398
H (-5.7773, 0.6530, -0.4793)  0.387
H (-6.4381, -1.6808, -0.0220)  0.347
H (-4.8704, -3.1713, 1.1533)  0.287
H (-1.3996, -2.2859, 2.0709)  -0.282
H (-3.2384, -4.5966, 1.3121)  0.553
H (-1.5168, -4.6556, 1.6786)  0.489
H (-2.0712, -3.8594, 0.2018)  -0.253
H (-3.8349, -3.5483, 3.4287)  0.389
H (-2.9981, -2.1521, 4.0804)  0.387
H (-2.1546, -3.6966, 3.9572)  0.453
H (0.4791, 0.6700, 3.9421)  0.673
H (-1.9301, -0.4405, 3.5990)  0.439
H (2.6901, 4.9885, 2.3779)  0.215
H (4.7401, 4.0150, 1.4055)  0.334
H (4.7503, 1.6664, 0.6693)  0.497
H (3.5398, -0.1556, -0.0461)  -0.478
H (1.2015, -1.3406, 1.5137)  0.156
H (2.0960, -2.0090, 0.1488)  0.400
H (1.0066, -0.6505, -0.0841)  -1.387
H (3.2577, -0.8938, 2.8979)  0.415
H (4.7370, -0.3288, 2.1083)  0.451
H (4.0330, -1.8895, 1.6528)  0.403
H (-0.5721, 3.2121, 2.4219)  -0.674
H (0.7585, 5.9545, 2.5159)  0.377
H (-0.9645, 5.5882, 2.4560)  0.440
H (0.0582, 5.2115, 1.0608)  0.256
H (1.1538, 4.5219, 4.5754)  0.331
H (0.4345, 2.9132, 4.6918)  0.302
H (-0.6075, 4.3414, 4.6411)  0.422

Atoms 1-2, force components in eV/Å:
-1.52 -1.82 0.00
0.12 0.17 0.14

Calculated values
Kohn-Sham gap (eV): 4.72
Net charge: -2
ΔE to the lowest compared entry with this formula, charge and spin (kJ/mol): 71.7
2S+1: 1
Calculated total energy (eV): -129707.53899

- The highest net charge belongs to which entry?
  C43H54Cl9NO29

- What is the Kohn-Sham gap in the second record?
  4.72 eV